(1)
Molecular formula: C30H65BrClO11PS
Method: DFT, ωB97M-V/def2-TZVPD

Structure (ORCA input):
```
! RIJCOSX wB97M-V def2-TZVPD def2/J DEFGRID3
* xyz 0 1
C -2.46357 5.26876 3.98424
C -3.48211 4.12281 3.80974
P -3.68059 3.69421 2.01999
C -5.40146 4.18728 1.60449
C -5.91871 3.54806 0.30955
C -3.66721 1.79470 2.03526
C -4.20261 1.11091 3.30155
C -5.70792 1.37460 3.51142
C -6.49670 0.08129 3.73487
C -6.94489 -0.60233 2.43682
S -8.41373 0.15577 1.79469
O -8.21569 1.55699 1.60583
O -9.54236 -0.32265 2.52414
Cl -8.47801 -0.69356 -0.05569
O -4.39226 1.15182 0.93520
C -3.69578 0.06001 0.54642
O -3.98733 -0.68045 -0.32075
O -2.57971 -0.08340 1.35942
C -2.27173 1.24599 1.70077
Br -1.61195 2.12009 -0.01579
O -1.35768 1.40884 2.66379
C -0.49850 0.30050 2.99820
C 0.44730 -0.11868 1.87658
C 1.77232 0.62230 1.89920
O 0.68581 -1.51768 2.07894
H -2.28204 5.78262 3.03923
H -2.82083 6.01166 4.69607
H -1.50180 4.88476 4.31963
H -4.44072 4.37872 4.26696
H -3.11054 3.24486 4.32616
H -5.32343 5.26798 1.45605
H -6.10092 4.05077 2.43408
H -6.64434 4.19708 -0.17716
H -6.38875 2.58675 0.50891
H -5.09676 3.35616 -0.38273
H -3.65440 1.47235 4.16437
H -4.01255 0.03736 3.24602
H -5.83911 2.01123 4.38731
H -6.12930 1.91270 2.66466
H -5.89603 -0.64614 4.28347
H -7.38045 0.27894 4.34566
H -7.22317 -1.64032 2.61474
H -6.18161 -0.57381 1.65881
H -1.08918 -0.55467 3.32476
H 0.06972 0.66780 3.85139
H -0.02974 0.01172 0.90556
H 1.65418 1.70575 1.94888
H 2.37653 0.24982 2.72734
H 2.30933 0.38831 0.97747
H 0.80617 -1.93635 1.22193
C 3.20562 -3.24729 -2.51092
C 3.67046 -2.03223 -1.72772
O 3.18731 -1.98635 -0.39590
C 3.56676 -3.07833 0.42966
C 5.06686 -3.24220 0.59592
H 2.11541 -3.29426 -2.52971
H 3.56885 -3.19196 -3.53802
H 3.57374 -4.17694 -2.07340
H 3.29231 -1.12430 -2.20028
H 4.76431 -1.96090 -1.73538
H 3.12239 -4.00952 0.05937
H 3.11363 -2.86928 1.40002
H 5.56351 -3.47461 -0.34654
H 5.27035 -4.06068 1.28702
H 5.51135 -2.32812 0.99267
C 8.35876 0.75036 -3.64870
C 7.39212 -0.12093 -2.86524
O 7.58276 -0.10090 -1.46320
C 7.41410 1.15468 -0.82919
C 6.02314 1.74543 -0.98682
H 9.38965 0.46792 -3.43133
H 8.18193 0.62832 -4.71787
H 8.24183 1.80895 -3.41291
H 7.53423 -1.16383 -3.15145
H 6.35570 0.13674 -3.11430
H 8.17467 1.86621 -1.17124
H 7.61259 0.96098 0.22515
H 5.78967 1.97700 -2.02686
H 5.94931 2.67322 -0.41819
H 5.26823 1.04955 -0.61654
C 3.42956 -8.26665 -3.00036
C 4.15477 -7.95080 -1.70356
O 3.48536 -7.01246 -0.88023
C 2.18833 -7.37666 -0.44106
C 2.14614 -8.65072 0.38449
H 3.25080 -7.35403 -3.57077
H 4.03419 -8.94250 -3.60620
H 2.46779 -8.75062 -2.82625
H 5.11767 -7.48931 -1.92406
H 4.36319 -8.87247 -1.14834
H 1.49953 -7.44897 -1.29057
H 1.85461 -6.53463 0.16647
H 2.45053 -9.52485 -0.19243
H 1.12981 -8.82658 0.73865
H 2.80612 -8.56846 1.24902
C -1.26237 3.31223 -4.09093
C -2.54171 3.86891 -3.49017
O -2.33265 4.75634 -2.40716
C -1.58441 5.92434 -2.68355
C -2.20579 6.82626 -3.73660
H -0.66859 2.81038 -3.32510
H -1.50496 2.58921 -4.87059
H -0.64599 4.09133 -4.54195
H -3.13279 3.05436 -3.06995
H -3.15503 4.34168 -4.26642
H -0.55503 5.66807 -2.96151
H -1.53279 6.45172 -1.73061
H -2.25549 6.34351 -4.71347
H -1.60879 7.73260 -3.84598
H -3.21865 7.10983 -3.44734
*
```

Properties
Frontier orbital gap = 8.8915 eV
F_max = 0.8 eV/Å
SMILES = CCP(CC)[C@@]1(CCCCS(=O)(=O)Cl)OC(=O)O[C@]1(Br)OC[C@@H](C)O.CCOCC.CCOCC.CCOCC.CCOCC
ΔE to the lowest compared entry with this formula, charge and spin = 0.0 kcal/mol

(2)
Molecular formula: C25H28Cl5LaO2
Method: DFT, ωB97M-V/def2-TZVPD

Structure (ORCA input):
```
! RIJCOSX wB97M-V def2-TZVPD def2/J DEFGRID3
* xyz 0 1
O 0.97420 3.55876 -3.16243
C 0.64068 3.24186 -4.55841
C 1.33836 4.47726 -5.11088
H -0.44834 3.21686 -4.67029
H 1.07585 2.29117 -4.88322
C 1.64805 4.76337 -3.62621
H 0.66790 5.21466 -5.54993
H 2.24025 4.27525 -5.69197
C 0.99803 6.03341 -3.14786
H -0.06758 6.04159 -3.40014
H 1.50216 6.87852 -3.63703
H 1.09015 6.15995 -2.06459
C 3.12812 4.80347 -3.35785
H 3.63737 3.91128 -3.73619
H 3.36083 4.90912 -2.29302
H 3.53997 5.68009 -3.87632
La -0.37505 -1.64707 1.62964
C 1.67760 -3.24770 2.50376
C 0.94963 -4.09283 1.61444
C 1.13350 -3.60630 0.28581
H 0.41063 -4.99280 1.89607
C 1.97043 -2.44931 0.35667
C 2.31702 -2.23593 1.72463
H 3.01399 -1.48049 2.09964
H 1.79073 -3.40011 3.57592
H 0.77327 -4.08162 -0.62633
H 2.35765 -1.88802 -0.49896
C -0.70224 -1.14879 4.31422
C 0.55689 -0.57130 3.98017
C 0.31970 0.54431 3.12166
H 1.52781 -0.89488 4.35764
C -1.09433 0.65843 2.92868
C -1.72067 -0.38778 3.67036
H -2.79673 -0.54352 3.77437
H -0.85506 -1.99216 4.98434
H 1.07682 1.22875 2.73242
H -1.59956 1.43599 2.35498
O -0.22451 -0.06652 -0.32914
C 0.83376 0.94704 -0.38688
C 1.00301 1.24387 -1.85123
H 1.76030 0.55985 0.07095
H 0.48223 1.82614 0.16922
C -0.32008 0.84198 -2.52921
H 1.84783 0.68394 -2.28412
H 1.21149 2.30015 -1.94313
C -0.82873 -0.29878 -1.66743
H -0.17181 0.55368 -3.57225
H -1.03427 1.68334 -2.51500
H -0.45867 -1.26982 -2.03619
H -1.92368 -0.32195 -1.54402
Cl -0.65865 -4.73247 4.58905
C -2.08568 -4.53723 3.63345
C -2.12473 -3.56143 2.65982
C -3.27149 -3.34433 1.93871
Cl -3.25462 -2.01992 0.74918
C -4.43372 -4.12482 2.14115
Cl -5.85945 -3.80275 1.25467
C -4.39825 -5.15413 3.11520
Cl -5.77877 -6.11334 3.40368
C -3.21292 -5.36490 3.86667
Cl -3.15662 -6.59111 5.05304
*
```

Properties
Frontier orbital gap = 8.1722 eV
F_max = 2.0 eV/Å
ΔE to the lowest compared entry with this formula, charge and spin = 0.0 kcal/mol

(3)
Molecular formula: C22H53O3PSSi2Tl
Method: DFT, ωB97M-V/def2-TZVPD

Structure (ORCA input):
```
! RIJCOSX wB97M-V def2-TZVPD def2/J DEFGRID3
* xyz -1 1
Tl 0.66248 -1.08965 -0.76360
C -2.37254 2.01823 0.14544
C -1.44738 2.17819 1.34628
C -2.28985 2.49770 2.58626
C -0.43582 3.29187 1.08924
O -0.72860 0.94562 1.45513
Si -0.02487 0.17393 2.74449
S 1.37126 -1.17422 2.05067
O 0.55348 1.38912 3.70381
C 1.12001 1.38284 5.01476
C 2.25079 2.40543 5.00047
C 1.66671 0.01197 5.41523
C 0.02363 1.80515 5.99305
O -1.23830 -0.46076 3.69679
C -2.08013 -1.59755 3.51393
C -2.54194 -1.72442 2.06221
C -3.28639 -1.36669 4.41703
C -1.34090 -2.86577 3.93693
H -2.95981 2.92791 -0.01097
H -3.05438 1.17966 0.30613
H -1.78150 1.81476 -0.75024
H -2.88556 3.39521 2.40003
H -1.64859 2.66499 3.45035
H -2.96200 1.66535 2.81364
H -0.93444 4.26221 1.01137
H 0.10663 3.08792 0.16250
H 0.28200 3.31966 1.91198
H 3.03769 2.07053 4.32082
H 2.67083 2.53302 6.00205
H 1.87508 3.36818 4.64487
H 2.35268 -0.35993 4.65342
H 0.84990 -0.71016 5.50627
H 2.18725 0.08687 6.37364
H -0.31000 2.82337 5.77423
H 0.38407 1.76562 7.02495
H -0.82604 1.12691 5.88177
H -3.00259 -0.79286 1.72488
H -3.26618 -2.53719 1.96810
H -1.69127 -1.93390 1.41034
H -3.80665 -0.45405 4.11569
H -2.95782 -1.24942 5.45256
H -3.98157 -2.20790 4.35523
H -0.40369 -2.93823 3.38405
H -1.95029 -3.75083 3.73218
H -1.11053 -2.83082 5.00655
C 1.59252 -2.89941 -4.43916
Si 2.39494 -3.46042 -2.80711
C 1.10556 -4.52969 -1.91033
C 3.66350 -4.74257 -3.41712
C 2.84730 -2.06021 -1.73639
H 0.98509 -3.70001 -4.87297
H 2.35379 -2.61959 -5.17650
H 0.94299 -2.02896 -4.29077
H 0.64339 -5.28048 -2.55883
H 0.30373 -3.91616 -1.48699
H 1.58216 -5.05447 -1.07292
H 3.19499 -5.45078 -4.10900
H 4.08636 -5.31384 -2.58283
H 4.49820 -4.26383 -3.94232
H 3.53230 -1.35709 -2.22771
H 3.36431 -2.41967 -0.83579
C -1.36363 3.71090 -3.87490
C -0.11565 2.94762 -4.32321
P 0.23248 1.50865 -3.20812
C -1.04854 0.29179 -3.79506
C -1.54184 0.31108 -5.24286
C 1.82984 0.89356 -3.91422
C 2.03981 0.82406 -5.42657
H -1.57685 4.54768 -4.54414
H -1.23061 4.10742 -2.86557
H -2.24340 3.06093 -3.85872
H 0.76019 3.59958 -4.26498
H -0.21719 2.62039 -5.35957
H -1.90352 0.43888 -3.12812
H -0.65374 -0.69318 -3.54713
H -2.03179 1.25541 -5.49111
H -2.27000 -0.49053 -5.38989
H -0.73576 0.15089 -5.95736
H 1.99150 -0.08545 -3.46006
H 2.59152 1.54743 -3.47721
H 1.31244 0.17285 -5.90856
H 3.03122 0.41719 -5.64207
H 1.97754 1.81213 -5.88837
*
```

Properties
Frontier orbital gap = 6.1551 eV
F_max = 0.6 eV/Å
ΔE to the lowest compared entry with this formula, charge and spin = 0.0 kcal/mol

(4)
Molecular formula: C3H6N2O2S
Method: DFT, ωB97M-V/def2-TZVPD

Structure (ORCA input):
```
! RIJCOSX wB97M-V def2-TZVPD def2/J DEFGRID3
* xyz 0 1
C -0.95170 1.64254 -1.42738
N -0.97713 1.36965 -0.19211
S -1.50653 0.16161 0.82264
N -2.53307 -1.13501 0.20779
O -2.80377 -2.08791 0.90005
O -2.93173 -0.94089 -0.93520
H -1.22310 0.96163 -2.22273
H -0.40085 2.50698 -1.58842
C 1.94383 -0.67575 1.31484
C 2.45893 -0.21376 0.18469
H 2.49243 -1.38563 1.96956
H 0.94817 -0.35541 1.49302
H 3.45409 -0.46073 -0.11156
H 2.03043 0.61271 -0.41520
*
```

Properties
Frontier orbital gap = 9.8585 eV
F_max = 2.3 eV/Å
SMILES = C=NS[N+](=O)[O-].C=C
ΔE to the lowest compared entry with this formula, charge and spin = 158.6 kcal/mol

(5)
Molecular formula: C32H24N4OPdS5
Method: DFT, ωB97M-V/def2-TZVPD

Structure (ORCA input):
```
! RIJCOSX wB97M-V def2-TZVPD def2/J DEFGRID3
* xyz -2 1
Pd 0.57186 -0.01362 1.29115
S 2.47754 -0.72071 2.68284
C 3.69761 0.12170 1.77593
C 4.98762 -0.39496 1.69645
C 5.99897 0.24781 0.98094
C 7.30029 -0.31972 0.93852
N 8.34856 -0.79822 0.93035
C 5.70507 1.45554 0.32040
C 4.41846 1.98784 0.41175
C 3.40764 1.35598 1.12947
S 1.84024 2.10591 1.25965
C 6.69203 2.14535 -0.43248
N 7.47166 2.73117 -1.04714
H 5.20837 -1.32360 2.20469
H 4.19219 2.92003 -0.08916
C -0.93510 0.47030 5.73768
C -1.57225 -0.47870 4.72944
O -0.79277 -0.62185 3.56367
H -1.60141 0.63884 6.58719
H -0.71900 1.42342 5.25474
H 0.00833 0.05911 6.10238
H -2.53484 -0.08207 4.39840
H -1.74792 -1.45816 5.19778
H 0.09666 -0.90881 3.80045
C -4.55754 5.04628 1.57585
C -4.09508 4.35679 0.46147
C -3.07385 3.42887 0.57489
C -2.47290 3.17298 1.81270
C -2.93661 3.89001 2.92235
C -3.96654 4.80891 2.80942
C -1.40140 2.19135 1.99921
C -1.03052 1.25156 1.14332
C -1.43057 0.71430 -0.11998
C -2.57888 -0.08981 -0.26739
C -2.87278 -0.69360 -1.47740
C -2.05098 -0.51582 -2.58069
C -0.91770 0.28491 -2.46008
C -0.60629 0.89674 -1.26238
H -5.36303 5.76513 1.48436
H -4.53995 4.54778 -0.50839
H -2.72309 2.90124 -0.30246
H -2.47402 3.71106 3.88663
H -4.31063 5.33928 3.69033
H -0.86386 2.26745 2.94053
H -3.21616 -0.23613 0.59610
H -3.75801 -1.31316 -1.56445
H -2.28495 -1.00113 -3.52107
H -0.27085 0.43391 -3.31758
H 0.24076 1.56626 -1.18405
S -2.82817 -5.15074 -3.20668
C -1.81161 -4.24738 -2.24428
S -2.15185 -3.92447 -0.57086
C -0.63427 -2.95879 -0.42856
N -0.02612 -2.90347 -1.56161
N -0.64890 -3.61460 -2.56370
C 0.02482 -3.57680 -3.81254
C 0.85849 -2.48247 -4.05551
C 1.53270 -2.37585 -5.25840
C 1.39540 -3.35423 -6.23347
C 0.60951 -4.46453 -5.97010
C -0.06655 -4.58871 -4.76560
S -0.13927 -2.39381 1.07625
H 0.97033 -1.73509 -3.28398
H 2.17310 -1.51980 -5.42956
H 1.91042 -3.25556 -7.18133
H 0.52421 -5.25712 -6.70351
H -0.65660 -5.46433 -4.56290
*
```

Properties
Frontier orbital gap = 5.6269 eV
F_max = 2.2 eV/Å
ΔE to the lowest compared entry with this formula, charge and spin = 43.6 kcal/mol

(6)
Molecular formula: C3H8N4O4
Method: DFT, ωB97M-V/def2-TZVPD

Structure (ORCA input):
```
! RIJCOSX wB97M-V def2-TZVPD def2/J DEFGRID3
* xyz 0 1
N 0.76758 -0.78687 -2.28791
C 0.92756 -0.42594 -0.88055
C -0.24713 0.42158 -0.47800
N 0.08083 1.75293 -0.18555
O 1.16446 2.06730 0.27595
O -0.84541 2.63151 -0.28835
N -1.44800 -0.00594 -0.87939
O -1.62599 -1.16362 -1.18305
O -2.42300 0.89068 -0.84052
H 0.85712 -0.00418 -2.89731
H 1.42607 -1.55591 -2.60247
H 0.66319 -1.48618 -0.46446
H 1.80997 0.19850 -0.60108
H -1.97434 1.79768 -0.52721
C -1.14321 -0.20175 2.18393
N -0.40641 0.83566 2.09250
H -1.27729 -0.82217 1.27413
H -1.65163 -0.38529 3.20050
H -0.25666 1.38402 2.96086
*
```

Properties
Frontier orbital gap = 8.4381 eV
F_max = 2.9 eV/Å
SMILES = NC/C([N+](=O)[O-])=[N+](\[O-])O.C=N
ΔE to the lowest compared entry with this formula, charge and spin = 119.6 kcal/mol

Quick rundown of highest occupied orbital energy, same order as above: -0.30589; -0.29629; -0.13240; -0.37302; -0.05747; -0.34899 Ha